# 1
Computed, not measured: a cluster of 5 separate species, C24H55NO12P in total at a distorted geometry, with ωB97M-V/def2-TZVPD.

Output
HOMO level   -0.1212 Eh
Gap between HOMO and LUMO   5.32 eV
Energy relative to the best compared isomer or geometry (same formula, charge and spin)   87.7 kcal/mol
Total charge   -1
Electronic energy   -61123.344 eV

Each line ends with the Löwdin charge.
CARTESIAN COORDINATES (ANGSTROEM)
C: -1.803 2.727 0.068  -0.1722
C: -1.400 1.116 0.231  -0.3126
C: -0.295 0.603 -0.867  -0.4059
P: -0.600 -1.147 -1.568  0.2858
C: -0.365 -2.015 0.118  -0.3894
C: -1.559 -3.160 0.276  -0.2847
C: -3.003 -2.551 0.760  -0.2298
C: -4.160 -2.518 -0.416  -0.2204
C: -4.814 -1.036 -0.668  -0.3091
N: -5.820 -0.999 -1.838  -0.0809
H: -2.656 2.821 -0.728  0.0546
H: -2.212 3.154 1.105  0.0633
H: -0.869 3.372 -0.224  0.0640
H: -2.358 0.442 0.319  0.0583
H: -0.863 1.052 1.295  0.0923
H: -0.371 1.351 -1.794  0.0547
H: 0.805 0.768 -0.436  0.0826
H: 0.849 -1.242 -1.792  -0.0662
H: -0.757 -2.461 -2.162  -0.0610
H: -2.031 -1.014 -1.411  -0.0444
H: -0.702 -0.576 -2.905  -0.0851
H: -0.271 -1.303 1.041  0.0652
H: 0.663 -2.618 0.062  0.0749
H: -1.670 -3.820 -0.712  0.0911
H: -1.167 -3.898 1.121  0.0852
H: -3.417 -3.290 1.600  0.0970
H: -2.928 -1.487 1.252  0.0950
H: -3.687 -2.938 -1.422  0.1087
H: -5.038 -3.262 -0.137  0.1038
H: -4.004 -0.208 -0.954  0.0897
H: -5.337 -0.641 0.321  0.1056
H: -5.366 -1.427 -2.699  0.0659
H: -5.857 0.038 -2.071  0.0553
C: 5.203 -1.204 3.074  -0.0721
C: 4.315 -2.118 2.245  -0.2179
O: 3.723 -1.414 1.147  0.0226
C: 4.554 -1.122 0.115  -0.5488
O: 5.739 -1.407 0.044  0.0917
O: 3.846 -0.431 -0.813  -0.0139
C: 4.639 0.034 -1.906  -0.0541
H: 4.642 -0.326 3.408  0.0814
H: 5.592 -1.733 3.949  0.0751
H: 6.053 -0.836 2.493  0.0684
H: 3.492 -2.480 2.869  0.1230
H: 4.860 -3.000 1.887  0.1235
H: 5.181 -0.790 -2.382  0.0938
H: 5.333 0.805 -1.560  0.0925
H: 3.969 0.478 -2.647  0.0955
C: 11.651 -0.870 3.259  -0.0720
C: 10.487 0.106 3.323  -0.2157
O: 9.426 -0.401 4.142  0.0231
C: 9.650 -0.375 5.481  -0.5495
O: 10.657 0.039 6.033  0.1025
O: 8.571 -0.917 6.098  -0.0081
C: 8.729 -1.050 7.511  -0.0530
H: 11.308 -1.853 2.920  0.0828
H: 12.422 -0.506 2.574  0.0786
H: 12.107 -1.015 4.241  0.0708
H: 10.074 0.237 2.318  0.1250
H: 10.804 1.095 3.673  0.1247
H: 8.986 -0.092 7.974  0.0960
H: 9.491 -1.802 7.730  0.0975
H: 7.777 -1.390 7.929  0.0942
C: -3.076 -0.039 -9.513  -0.0769
C: -3.178 -1.004 -8.343  -0.2223
O: -2.163 -0.746 -7.365  0.0224
C: -2.348 0.358 -6.598  -0.5489
O: -3.290 1.132 -6.668  0.0954
O: -1.289 0.471 -5.758  -0.0075
C: -1.309 1.661 -4.970  -0.0630
H: -2.072 -0.070 -9.949  0.0793
H: -3.808 -0.291 -10.285  0.0748
H: -3.253 0.993 -9.199  0.0710
H: -3.015 -2.024 -8.704  0.1200
H: -4.172 -0.980 -7.881  0.1242
H: -2.245 1.749 -4.409  0.0973
H: -1.158 2.533 -5.610  0.0916
H: -0.484 1.608 -4.255  0.0762
C: -5.730 2.366 1.210  -0.0708
C: -7.202 2.246 0.850  -0.2136
O: -8.013 2.082 2.020  0.0244
C: -8.188 3.195 2.777  -0.5504
O: -7.725 4.301 2.548  0.1035
O: -8.945 2.858 3.852  -0.0097
C: -9.110 3.921 4.790  -0.0572
H: -5.412 1.508 1.811  0.0811
H: -5.115 2.418 0.308  0.0717
H: -5.535 3.261 1.808  0.0726
H: -7.349 1.351 0.237  0.1178
H: -7.548 3.103 0.259  0.1248
H: -9.517 4.815 4.308  0.0946
H: -8.154 4.142 5.272  0.0978
H: -9.816 3.591 5.556  0.0911

=====

# 2
Computed, not measured: a cluster of 8 separate species, C24H56N8O14 in total at a distorted geometry, with ωB97M-V/def2-TZVPD.

Output
HOMO level   -0.3058 Eh
Gap between HOMO and LUMO   8.43 eV
Electronic energy   -66360.907 eV
SMILES   CC1(C)CCCC(C)(C)N1O.CC1(C)CCCC(C)(C)N1O.C[N+](=O)[O-].C[N+](=O)[O-].C[N+](=O)[O-].C[N+](=O)[O-].C[N+](=O)[O-].C[N+](=O)[O-]

Each line ends with the Löwdin charge.
CARTESIAN COORDINATES (ANGSTROEM)
C: -2.553 1.266 -0.453  0.0229
N: -2.235 0.903 0.946  -0.4179
O: -3.210 1.112 1.706  0.0429
O: -1.139 0.431 1.179  0.0582
H: -2.595 0.286 -0.929  0.0630
H: -1.705 1.886 -0.744  0.0898
H: -3.489 1.806 -0.598  0.1044
C: 1.823 1.520 -3.012  0.0623
N: 0.804 0.592 -2.477  -0.4223
O: 1.172 -0.325 -1.746  0.0555
O: -0.302 0.700 -2.912  0.0672
H: 2.513 1.550 -2.169  0.0944
H: 1.353 2.478 -3.236  0.0866
H: 2.335 1.066 -3.860  0.1111
C: 2.007 -5.672 -0.274  0.0526
N: 2.390 -4.269 -0.642  -0.3944
O: 2.462 -3.940 -1.839  0.0553
O: 2.548 -3.486 0.320  0.0170
H: 2.796 -6.260 -0.743  0.0957
H: 1.040 -5.776 -0.767  0.0966
H: 1.942 -5.746 0.811  0.0931
C: 1.656 -0.844 1.537  0.0369
N: 3.018 -1.127 2.205  -0.4128
O: 3.762 -0.220 2.092  0.0962
O: 3.130 -2.235 2.764  0.0035
H: 1.343 0.074 2.033  0.0831
H: 0.915 -1.597 1.806  0.0592
H: 1.860 -0.760 0.469  0.0769
C: 0.693 -3.161 5.356  0.0514
N: -0.088 -3.524 4.085  -0.4269
O: -0.071 -4.717 3.748  0.0372
O: -0.627 -2.604 3.552  0.0715
H: 0.098 -3.635 6.136  0.0941
H: 0.739 -2.074 5.435  0.0921
H: 1.715 -3.537 5.388  0.0880
C: 4.656 -5.197 2.882  0.0761
N: 5.446 -5.122 1.550  -0.4133
O: 5.172 -5.870 0.639  0.0408
O: 6.471 -4.423 1.526  0.0376
H: 5.539 -5.217 3.521  0.0962
H: 4.072 -6.117 2.836  0.0897
H: 3.984 -4.342 2.950  0.0597
C: 3.451 5.393 1.078  -0.0367
C: 2.328 4.398 0.773  -0.4191
C: 1.091 4.590 1.867  -0.0917
C: 0.254 5.835 1.500  -0.1977
C: -0.277 5.779 0.053  -0.1287
C: 0.847 5.648 -1.013  -0.4680
N: 1.834 4.606 -0.625  -0.1601
O: 2.748 4.437 -1.612  -0.0093
C: 0.119 5.133 -2.381  -0.0081
C: 1.462 6.980 -1.284  -0.0615
C: 2.721 2.900 0.982  -0.0390
H: 3.677 5.220 2.130  0.0829
H: 4.410 5.288 0.570  0.0817
H: 3.213 6.448 0.941  0.0680
H: 0.327 3.815 1.936  0.1047
H: 1.478 4.691 2.881  0.1086
H: -0.562 5.896 2.220  0.1046
H: 0.728 6.799 1.685  0.1026
H: -0.844 6.703 -0.057  0.1169
H: -0.984 4.952 -0.011  0.1077
H: 0.763 5.046 -3.256  0.0730
H: -0.644 5.870 -2.631  0.0734
H: -0.450 4.257 -2.070  0.0635
H: 1.979 7.608 -0.558  0.0808
H: 0.671 7.675 -1.566  0.0890
H: 2.128 6.954 -2.146  0.0838
H: 3.083 2.621 1.971  0.0807
H: 1.852 2.285 0.744  0.0667
H: 3.512 2.654 0.273  0.0763
H: 3.141 5.311 -1.563  0.0802
C: -0.939 -2.538 -0.437  -0.0356
C: -2.417 -2.852 -0.908  -0.3819
C: -3.210 -2.536 0.455  -0.1276
C: -4.729 -2.522 0.217  -0.1704
C: -5.037 -1.446 -0.839  -0.1246
C: -4.365 -1.648 -2.246  -0.4957
N: -2.926 -1.895 -1.996  -0.1049
O: -2.149 -2.123 -3.151  -0.0084
C: -5.045 -2.816 -2.978  -0.0292
C: -4.541 -0.312 -3.025  -0.0202
C: -2.588 -4.380 -1.216  -0.0225
H: -0.751 -1.471 -0.550  0.0440
H: -0.087 -2.959 -0.972  0.0639
H: -0.774 -2.762 0.617  0.0657
H: -3.041 -3.290 1.224  0.1180
H: -2.928 -1.566 0.865  0.0904
H: -5.313 -2.267 1.101  0.1112
H: -5.014 -3.526 -0.097  0.0923
H: -4.613 -0.494 -0.522  0.0921
H: -6.106 -1.393 -1.044  0.1184
H: -6.053 -2.618 -3.341  0.0828
H: -4.472 -2.988 -3.889  0.0813
H: -5.070 -3.712 -2.358  0.0634
H: -4.594 -0.420 -4.109  0.0786
H: -5.494 0.137 -2.745  0.0839
H: -3.648 0.289 -2.855  0.0648
H: -2.283 -4.629 -2.232  0.0796
H: -3.660 -4.552 -1.114  0.0469
H: -2.028 -5.049 -0.564  0.0778
H: -1.620 -1.322 -3.189  0.0698

=====

Which value of HOMO level does entry 2 give? -0.3058 Eh

=====

Which of these has the highest HOMO level? C24H55NO12P

=====

Among the records above, which one has the highest HOMO level? C24H55NO12P